# 1
18
Properties=species:S:1:pos:R:3 method="wB97M-V/def2-TZVPD" e_above_lowest_ev=2.432 homo_lumo_gap_ev=9.6 smiles="CNCCO.N=C=O" total_charge=0
C -0.1088 -0.8657 0.4531
C -1.6190 -0.9979 0.6639
C 0.2469 1.5527 0.7177
N 0.2720 0.3942 -0.1457
C 2.2414 0.1394 -0.9591
N 1.8147 0.2212 -2.0987
O -2.2313 -0.8747 -0.6055
O 2.8305 0.0558 0.0449
H -3.1798 -1.0127 -0.5140
H 2.3405 0.1149 -2.9430
H -0.2010 0.5281 -1.0634
H 0.2042 -1.6596 -0.2296
H 0.4220 -0.9829 1.4016
H -1.9826 -0.2163 1.3452
H -1.8393 -1.9749 1.1144
H 0.9627 1.3915 1.5251
H -0.7393 1.7658 1.1488
H 0.5661 2.4212 0.1444


# 2
18
Properties=species:S:1:pos:R:3 method="wB97M-V/def2-TZVPD" e_above_lowest_ev=8.085 homo_lumo_gap_ev=3.9 total_charge=0
C 0.9905 -1.0764 -0.8628
C 0.2141 0.2488 -0.8985
C 0.7845 1.1650 0.1861
N 2.2286 1.2096 0.3055
N 1.9502 -1.2979 -0.1928
C -2.7542 -0.0745 0.1189
O -2.6478 -0.3741 -1.0984
O -2.1739 0.8448 0.7192
H 0.4853 -1.7761 -1.5520
H -0.3096 -1.5826 1.7272
H -0.8480 0.0696 -0.6661
H 0.3100 0.6742 -1.8902
H 0.3473 2.1492 0.0178
H 0.4114 0.8427 1.1433
H 2.5353 0.2316 0.5965
H 2.6641 1.1722 -0.6271
H -3.3882 -0.8027 0.6785
H -0.7996 -1.6232 2.2949


# 3
18
Properties=species:S:1:pos:R:3 method="wB97M-V/def2-TZVPD" e_above_lowest_ev=7.128 homo_lumo_gap_ev=9.9 total_charge=0
C -0.7441 1.9843 -0.0421
C 1.4353 -1.5656 -0.9627
C 2.4377 -0.1634 0.6412
C -1.4492 0.8936 0.6488
N 1.6582 -1.1014 0.3916
N -1.8266 -0.2208 0.1864
O -1.5657 -0.6966 -0.8849
O -2.7136 -1.0060 1.0218
H -1.3205 2.8311 -0.5059
H -0.2706 1.4527 -0.8307
H 0.0453 2.3801 0.7054
H 1.7297 -2.6815 -0.9777
H 0.4440 -1.6544 -1.2491
H 1.9878 -0.8389 -1.6191
H -3.2024 -1.4083 0.3209
H 3.1435 0.5228 -0.0860
H 2.2722 0.0877 1.7070
H -2.0609 1.1847 1.5348


# 4
18
Properties=species:S:1:pos:R:3 method="wB97M-V/def2-TZVPD" e_above_lowest_ev=2.141 homo_lumo_gap_ev=9.9 smiles="C/C(O)=N/C=O.CN" total_charge=0
C 0.6895 0.4263 -0.3313
C 0.7442 1.9174 -0.4761
C -2.0266 -0.7994 0.0821
N 1.3143 -0.1128 0.7283
N -1.2094 0.2923 0.5939
C 1.8378 -1.3478 0.6288
O 0.4321 -0.2321 -1.4553
O 1.7492 -2.1271 -0.3194
H 0.8462 -1.1359 -1.3585
H -0.6854 0.0350 1.4802
H -1.7245 1.1649 0.6256
H 2.3759 -1.6439 1.5435
H -0.0516 2.2552 -1.1364
H 0.6680 2.3948 0.4952
H 1.7049 2.1791 -0.9185
H -2.9571 -0.9311 0.6460
H -2.2550 -0.6120 -0.9666
H -1.4526 -1.7228 0.1383


# 5
18
Properties=species:S:1:pos:R:3 method="wB97M-V/def2-TZVPD" e_above_lowest_ev=7.737 homo_lumo_gap_ev=5.9 total_charge=0
O 3.0414 -0.4393 -1.1263
C 0.5022 -0.2833 0.4224
N 1.7181 -0.3434 0.9337
C -0.5569 0.2461 1.2624
C 0.2636 -0.7156 -0.9642
N -1.7727 0.1060 0.9545
C -2.3306 1.0412 -0.3375
O -2.5040 0.4660 -1.4382
H 2.4863 -0.3668 0.0714
H 1.8595 -1.0902 1.6071
H -0.2584 0.6451 2.2305
H 0.4968 0.1656 -1.5913
H 1.1017 -1.3360 -1.3164
H -0.7615 -0.9808 -1.1082
H -2.3814 0.0768 1.7636
H -3.2527 1.3348 0.1968
H -1.6486 1.9117 -0.3521
H 3.9972 -0.4377 -1.2083


# 6
18
Properties=species:S:1:pos:R:3 method="wB97M-V/def2-TZVPD" e_above_lowest_ev=0.842 homo_lumo_gap_ev=10.7 smiles="CC(N)=O.CC(N)=O" total_charge=0
C 1.1940 0.5175 0.3064
C 1.2400 1.6470 -0.7295
O 1.0409 1.3728 -1.8931
N 1.3670 2.8799 -0.1815
H 0.8724 -0.4038 -0.1744
H 0.6118 0.5527 1.2250
H 1.5732 3.6909 -0.7368
H 1.7230 2.9168 0.7379
H 2.2422 0.3454 0.5797
C -1.8408 -0.8471 0.7906
C -1.0627 -2.0090 0.3020
O -0.6308 -2.9225 0.9755
N -0.7376 -1.9367 -1.0236
H -0.1553 -2.6878 -1.3804
H -1.0785 -1.3647 -1.7743
H -1.9096 -0.9125 1.8811
H -2.9060 -0.9939 0.5712
H -1.5432 0.1548 0.5242